[1]
A molecular structure, C15H22IrN7O9 at a distorted geometry, computed with ωB97M-V with the def2-TZVPD basis set.

Properties
E_tot: -47565.9931 eV
Gap between HOMO and LUMO (alpha / beta): 6.675 / 5.264 eV
Lowest unoccupied orbital energy (alpha / beta): -12.55 / -13.96 eV
Highest occupied orbital energy (alpha / beta): -19.22 / -19.22 eV
Energy relative to the best compared isomer or geometry (same formula, charge and spin): 0.5284 eV

```
! RIJCOSX wB97M-V def2-TZVPD def2/J DEFGRID3
* xyz 3 2
Ir 1.608 0.423 0.192
O 1.653 -1.535 0.093
O 3.704 0.280 0.313
O 1.060 -5.127 -1.621
O 0.295 -0.729 3.799
O 1.337 -3.012 -2.006
O -1.660 -5.051 3.881
O 2.070 2.253 -0.566
O -1.380 -6.455 2.241
O 1.383 0.029 2.144
N -0.376 0.876 -0.070
N -2.480 1.223 -0.133
N -1.245 -5.404 2.803
N -1.042 -0.310 -0.254
N 0.664 -0.895 2.696
N -2.292 -0.092 -0.293
N 1.072 -3.967 -1.317
C 4.321 1.469 -0.278
C 3.393 2.630 -0.024
C 0.013 -4.662 0.788
C 4.384 -0.269 1.485
C -0.256 -3.127 2.706
C 0.944 -2.385 0.697
C 1.849 2.598 -1.991
C 0.675 -3.681 0.100
C -3.259 3.416 -2.011
C -4.235 2.362 -1.495
C -1.308 1.814 0.029
C -0.454 -4.373 2.066
C -4.500 1.253 -2.506
C -3.845 1.822 -0.124
C 0.423 -2.168 2.022
H -4.834 1.678 -3.451
H -2.985 4.140 -1.238
H -3.710 3.975 -2.828
H -5.187 2.869 -1.306
H -4.506 1.019 0.195
H 1.769 3.680 -2.051
H 3.231 2.786 1.042
H 3.923 -1.227 1.698
H -5.266 0.563 -2.150
H 4.429 1.257 -1.341
H -2.350 2.960 -2.421
H -1.154 2.871 0.175
H 2.680 2.232 -2.589
H 5.308 1.640 0.149
H -3.837 2.605 0.634
H 5.430 -0.414 1.228
H 4.287 0.411 2.331
H 0.921 2.124 -2.299
H -0.633 -2.974 3.712
H -0.168 -5.634 0.338
H 3.733 3.561 -0.476
H -3.599 0.669 -2.720
*
```

---

[2]
A molecular structure, C4H12NO2 at a distorted geometry, computed with ωB97M-V with the def2-TZVPD basis set.

Properties
E_tot: -9926.2977 eV
Gap between HOMO and LUMO: 7.904 eV
Lowest unoccupied orbital energy: 4.05 eV
Highest occupied orbital energy: -3.86 eV
Energy relative to the best compared isomer or geometry (same formula, charge and spin): 1.9262 eV

```
! RIJCOSX wB97M-V def2-TZVPD def2/J DEFGRID3
* xyz -1 1
O 2.708 -0.385 1.039
O 1.546 -0.459 -1.128
N 0.077 1.227 -0.690
C -1.003 0.202 -0.731
C 1.156 0.740 -1.670
C -1.093 -0.502 1.665
C -1.868 0.033 0.477
H 1.974 -0.338 -0.020
H 2.855 -1.278 0.808
H -2.436 0.848 0.905
H -1.760 0.524 -1.477
H 2.041 1.356 -1.662
H 0.889 0.603 -2.775
H 0.061 -0.427 1.742
H 0.561 1.236 0.292
H -1.032 -1.695 1.585
H -2.517 -0.788 0.123
H -1.547 -0.174 2.690
H -0.612 -0.723 -1.173
*
```

---

[3]
8 unconnected molecules or ions with the total composition C2H22N2O7 at a distorted geometry, computed with ωB97M-V with the def2-TZVPD basis set.

Properties
E_tot: -19743.7795 eV
Gap between HOMO and LUMO: 9.950 eV
Lowest unoccupied orbital energy: 0.34 eV
Highest occupied orbital energy: -9.61 eV
Energy relative to the best compared isomer or geometry (same formula, charge and spin): 1.7875 eV

```
! RIJCOSX wB97M-V def2-TZVPD def2/J DEFGRID3
* xyz 0 1
O -0.358 -0.886 -3.228
O 1.914 -0.386 0.200
O 1.592 -1.530 2.903
O -0.321 -3.269 -0.420
O -1.479 1.440 -1.493
O -2.208 -1.455 -1.378
O 1.653 -2.056 -2.029
N -0.989 0.451 1.510
N 0.655 2.522 -0.005
C -0.038 1.382 2.133
C 0.152 2.688 1.353
H 0.852 0.758 2.111
H -0.231 -0.419 -2.404
H -1.309 -0.967 -3.297
H -0.367 1.725 3.113
H -0.572 0.050 0.690
H 1.520 -0.884 0.931
H -1.819 -0.685 -0.951
H -0.629 -2.689 0.271
H -3.161 -1.470 -1.267
H 2.348 -0.929 2.912
H 1.113 -1.593 -2.682
H -0.758 1.358 -2.134
H 0.869 3.235 1.974
H 1.260 1.735 -0.134
H 1.972 -1.023 -0.541
H 0.953 3.368 -0.423
H -1.866 0.894 1.266
H -0.930 1.989 -0.889
H 0.858 -2.455 -1.616
H -0.829 3.159 1.261
H -0.829 -3.037 -1.189
H 0.979 -1.020 3.451
*
```